Here is a 3-piece molecular cluster, C4H5N3O4S overall at a distorted geometry from OMol25. Energies are from ωB97M-V/def2-TZVPD.

Calculated values
Strongest force on any atom, hartree/bohr: 0.133
⟨S²⟩: 2.011
Net charge: 0
Multiplicity: 3
E, eV: -27712.799

Positions of all 17 atoms, in Å:
C1 0.519 -1.531 0.619
C2 1.568 -0.641 0.477
C3 -0.654 -0.904 0.761
C4 -0.543 0.441 0.586
N1 -1.478 1.180 -1.578
N2 3.015 -1.050 0.519
N3 -1.599 1.420 0.813
O1 3.218 -2.221 0.314
O2 3.932 -0.270 0.582
O3 -1.268 2.584 0.883
O4 -2.714 0.960 0.917
S1 1.081 1.009 0.356
H1 0.680 -2.562 0.467
H2 -0.261 0.730 -2.213
H3 -1.625 -1.272 0.589
H4 -1.917 1.888 -2.210
H5 -1.955 0.239 -1.883

Atoms 1-6, force components in eV/Å:
C -1.7 -1.7 0.2
C 4.3 1.7 0.1
C -0.6 -2.2 -0.9
C -0.5 4.1 0.7
N 3.0 -4.1 -4.5
N -1.5 0.4 -0.8

Löwdin atomic charge list, values in e, 2 entries:
1. C -0.060
2. C -0.368

***

Here is an isolated molecule of C21H29N3O5S at a distorted geometry from OMol25. Energies are from ωB97M-V/def2-TZVPD.

Calculated values
Strongest force on any atom, hartree/bohr: 0.024
Net charge: 0
ΔE to the lowest compared entry with this formula, charge and spin, kJ/mol: 103.9
E, eV: -47791.850
SMILES: C[C@H]1CC[C@@H](NC(=O)CN2C(=O)COc3ccc(S(=O)(=O)N4CCCC4)cc32)CC1

Positions of all 59 atoms, in Å:
C1 0.591 -3.702 -0.931
C2 0.154 -2.577 -1.865
C3 -1.327 -2.711 -2.221
C4 -1.787 -1.577 -3.136
C5 -1.506 -0.202 -2.528
N1 -2.361 0.020 -1.379
C6 -2.911 1.213 -1.096
O1 -2.868 2.176 -1.826
C7 -3.666 1.273 0.239
N2 -3.226 0.315 1.236
C8 -4.147 -0.538 1.770
O2 -5.298 -0.586 1.397
C9 -3.629 -1.400 2.912
O3 -2.285 -1.807 2.777
C10 -1.429 -0.822 2.385
C11 -0.083 -0.955 2.698
C12 0.826 0.002 2.281
C13 0.374 1.087 1.560
S1 1.495 2.367 0.992
O4 1.120 2.686 -0.356
O5 1.484 3.418 1.969
N3 2.976 1.568 1.035
C14 4.033 2.218 1.800
C15 5.075 2.732 0.784
C16 4.450 2.431 -0.581
C17 3.524 1.256 -0.273
C18 -0.961 1.237 1.237
C19 -1.883 0.275 1.634
C20 -0.026 -0.076 -2.145
C21 0.411 -1.212 -1.224
H1 0.415 -4.672 -1.391
H2 1.650 -3.618 -0.700
H3 0.033 -3.659 0.003
H4 0.739 -2.641 -2.790
H5 -1.498 -3.667 -2.722
H6 -1.917 -2.722 -1.301
H7 -1.257 -1.647 -4.087
H8 -2.856 -1.674 -3.340
H9 -1.759 0.587 -3.243
H10 -2.437 -0.738 -0.722
H11 -3.592 2.294 0.624
H12 -4.722 1.058 0.047
H13 -4.229 -2.310 2.974
H14 -3.761 -0.829 3.845
H15 0.227 -1.823 3.258
H16 1.875 -0.091 2.504
H17 4.471 1.484 2.483
H18 3.583 3.019 2.385
H19 5.275 3.792 0.916
H20 6.012 2.187 0.901
H21 5.190 2.197 -1.343
H22 3.842 3.272 -0.917
H23 4.082 0.317 -0.199
H24 2.711 1.151 -0.987
H25 -1.247 2.094 0.650
H26 0.567 -0.103 -3.061
H27 0.142 0.890 -1.663
H28 1.473 -1.106 -0.996
H29 -0.127 -1.151 -0.274

Atoms 1-6, force components in eV/Å:
C 0.0 0.2 -0.3
C -0.1 -0.1 0.5
C 0.3 0.1 -0.4
C -0.1 0.0 0.2
C 0.2 0.2 -0.5
N 0.1 -0.5 -0.1

Löwdin atomic charge list, values in e, 2 entries:
1. C -0.069
2. C -0.381

***

Here is a 2-piece molecular cluster, H5NS overall from OMol25. Energies are from ωB97M-V/def2-TZVPD.

Calculated values
Strongest force on any atom, hartree/bohr: 0.011
Net charge: 0
ΔE to the lowest compared entry with this formula, charge and spin, kJ/mol: 13.2
E, eV: -12406.308
SMILES: N.S

Positions of all 7 atoms, in Å:
N1 0.441 1.136 -1.544
H1 0.518 0.608 -0.687
H2 -0.514 1.442 -1.672
H3 1.010 1.969 -1.437
S1 0.086 -1.919 1.630
H4 -0.623 -0.818 1.384
H5 -0.917 -2.418 2.327

Atoms 1-6, force components in eV/Å:
N 0.2 0.2 -0.2
H -0.1 0.0 0.1
H -0.1 -0.1 0.1
H 0.0 -0.1 0.0
S 0.3 0.1 -0.2
H 0.0 0.2 -0.1

Löwdin atomic charge list, values in e, 2 entries:
1. N 0.011
2. H -0.020

***

Question: Among the records above, which one has the lowest E?
Answer: C21H29N3O5S

***

Question: Which of these has the highest strongest force on any atom?
Answer: C4H5N3O4S

***

Question: Which value of net charge does entry 2 give?
Answer: 0

***

Copy entry 3 word for word.
Here is a 2-piece molecular cluster, H5NS overall from OMol25. Energies are from ωB97M-V/def2-TZVPD.

Calculated values
Strongest force on any atom, hartree/bohr: 0.011
Net charge: 0
ΔE to the lowest compared entry with this formula, charge and spin, kJ/mol: 13.2
E, eV: -12406.308
SMILES: N.S

Positions of all 7 atoms, in Å:
N1 0.441 1.136 -1.544
H1 0.518 0.608 -0.687
H2 -0.514 1.442 -1.672
H3 1.010 1.969 -1.437
S1 0.086 -1.919 1.630
H4 -0.623 -0.818 1.384
H5 -0.917 -2.418 2.327

Atoms 1-6, force components in eV/Å:
N 0.2 0.2 -0.2
H -0.1 0.0 0.1
H -0.1 -0.1 0.1
H 0.0 -0.1 0.0
S 0.3 0.1 -0.2
H 0.0 0.2 -0.1

Löwdin atomic charge list, values in e, 2 entries:
1. N 0.011
2. H -0.020